Record 1
Here is a molecular structure, C34H45Br36F12N2O9PS2 from OMol25. Energies are from ωB97M-V/def2-TZVPD.

Properties
Kohn-Sham gap in eV: 7.64
Total charge: 0
HOMO energy in eV: -7.98

Atoms and positions in Å:
Br  -4.87824  -7.13186  -4.77996
Br  2.05720  7.41780  0.52780
Br  -11.96296  6.45509  -0.78115
Br  4.00618  5.99142  2.62620
Br  -5.48980  1.84941  5.05986
Br  -1.08919  -1.16386  8.12090
Br  3.89389  -6.88330  -1.75742
Br  -4.91748  4.65672  3.64598
Br  2.02643  4.53171  9.33649
Br  -6.64385  7.61606  1.74603
Br  -5.42034  8.96193  4.80857
Br  -4.26174  -6.08349  0.52504
Br  -4.42379  4.31589  6.78342
Br  -5.68649  -10.09644  2.99732
Br  -4.77415  -6.94815  -7.96773
Br  -13.87354  8.89154  0.00475
Br  2.38799  1.78177  7.75456
Br  -2.64642  7.40526  5.04155
Br  -1.77613  -7.36617  -1.01893
Br  2.35144  1.79126  10.94774
Br  -2.28631  -0.41392  5.25461
Br  -4.29094  8.14422  7.68363
Br  -5.48234  -4.35618  -6.23515
Br  3.66059  11.64520  -2.77699
Br  -6.09328  -11.48063  0.14978
Br  1.56587  -4.76283  -2.29757
Br  3.60740  8.45231  -2.84819
Br  2.33873  -5.55505  0.69974
Br  -9.00592  9.73169  1.37837
Br  3.44708  4.63851  -0.21386
Br  -7.79242  -8.88331  0.92363
Br  -1.75172  1.88082  7.40135
Br  -7.26907  8.82482  -1.14557
Br  -12.90592  6.83222  2.24698
Br  -4.67298  -8.65545  -1.32530
Br  1.32547  10.05869  -1.28289
S  4.88119  -4.47250  -4.48357
S  3.31606  -2.16428  1.61256
P  6.08568  -2.09313  0.32512
F  0.04027  1.10655  3.68050
F  4.76420  0.11401  -3.87502
F  0.80824  -0.32372  1.47382
F  1.41993  2.95847  1.99822
F  2.44406  0.78072  2.26169
F  2.92021  1.05319  -2.72039
F  4.06299  2.47077  -1.65444
F  -0.92149  2.85912  2.99977
F  6.02133  -0.21014  -2.20196
F  5.87715  1.72066  -3.08492
F  -0.00394  2.44996  0.44825
F  -1.47704  1.03032  2.12433
O  4.47500  -5.93863  -3.93923
O  -1.46520  1.49512  -1.99987
O  3.73909  -0.96385  -0.85400
O  6.68045  -3.57961  -0.12086
O  0.28975  -2.79426  -0.14517
O  -2.02442  2.10427  -3.12782
O  6.19831  -4.59884  -5.04833
O  3.97414  -3.93000  -5.45066
O  1.45799  -0.34683  -0.90214
N  -2.74298  -4.49763  -3.09801
N  6.34716  -2.10692  2.03262
C  0.36045  -0.21675  -1.77890
C  3.71577  -3.29664  -2.30333
C  -3.84312  8.66496  5.87962
C  1.69266  2.63196  9.34157
C  -5.59571  -6.27999  -6.35525
C  -0.41402  -1.56143  -3.93359
C  6.91177  1.33195  1.21592
C  0.62370  1.97408  1.51571
C  -2.31082  -3.20058  -3.68510
C  1.59168  0.76356  1.21859
C  -1.18522  0.16424  6.72553
C  4.19643  -1.99030  -0.03940
C  -3.46789  -7.70422  -0.15998
C  0.75038  -1.12854  -3.00678
C  -12.45940  7.71644  0.59134
C  -0.43570  1.66749  2.60640
C  -0.11337  1.12567  -2.36610
C  -0.75994  -3.08136  -3.86478
C  2.72855  5.73776  1.20228
C  -4.40926  3.44726  5.06094
C  3.75850  -3.34559  -0.76958
C  5.08789  -3.37412  -3.03898
C  2.10305  0.67926  -0.25810
C  6.03392  1.40442  0.25469
C  -0.66144  -2.35845  -0.68096
C  -6.93172  -10.48351  1.57377
C  3.96880  1.14403  -1.85257
C  5.16983  0.63533  -2.72350
C  2.55319  10.06607  -2.77542
C  -7.27476  9.14649  0.75659
C  3.66207  0.39863  -0.50444
C  -0.89223  -0.91415  -1.11867
C  4.59386  1.03212  0.55084
C  2.21893  -6.15507  -1.13030
H  5.89716  -3.83085  -2.46784
H  7.39276  -3.43591  -0.74874
H  4.27225  -4.22144  -0.35961
H  0.61895  2.49686  9.32795
H  3.15961  -4.20252  -2.60805
H  -0.18154  0.29398  6.34168
H  -6.58114  9.95477  0.94434
H  -0.24760  -3.60919  -3.04611
H  -11.59287  8.33247  0.78371
H  -2.83278  -3.09392  -4.65386
H  6.69252  0.86936  2.17732
H  4.30658  -6.48083  -4.72666
H  -7.70604  -11.11290  1.98958
H  -6.64546  -6.53449  -6.40456
H  -3.31738  9.60742  5.94398
H  -0.14729  1.04048  -3.46131
H  -1.14247  -0.29726  -0.23828
H  1.20620  -2.03879  -2.58103
H  -3.38849  3.14202  4.86593
H  5.99266  -2.95796  2.45951
H  -0.54855  -3.53713  -4.83915
H  5.35762  -2.42405  -3.50506
H  -3.52018  -4.29694  -2.47546
H  1.49332  -6.95703  -1.15474
H  -2.71402  -2.40235  -3.04711
H  3.00410  -3.48530  1.70178
H  5.96685  -1.27418  2.45885
H  1.97268  1.69625  -0.66394
H  2.70322  -3.46550  -0.46411
H  -1.51637  -3.06340  -0.84390
H  -3.17631  -5.06140  -3.82247
H  4.08728  1.93631  0.92881
H  -1.91262  3.06187  -3.03606
H  1.88866  5.20363  1.62234
H  6.42931  1.78387  -0.68745
H  -3.27455  -8.34556  0.68967
H  0.50411  2.01820  -2.18113
H  1.53223  -0.66353  -3.62169
H  -1.78186  -0.89270  -1.74713
H  -1.30481  -0.92682  -3.81039
H  -0.09679  -1.37091  -4.97184
H  3.14419  -2.46568  -2.72744
H  4.61693  0.36316  1.42736
H  1.95557  10.09569  -3.67584
H  7.89124  1.79118  1.09339

Mulliken population analysis, charges in e, atoms 1 to 99: 0.03, 0.04, 0.00, -0.04, -0.03, -0.03, -0.03, -0.04, -0.01, 0.05, 0.03, -0.03, -0.03, -0.02, -0.01, -0.01, 0.02, 0.00, 0.03, -0.01, -0.08, -0.03, -0.02, -0.01, -0.03, 0.28, -0.01, 0.03, -0.02, 0.11, 0.00, 0.02, -0.02, 0.00, 0.00, -0.07, 1.24, -0.03, 0.02, -0.14, -0.29, -0.36, -0.33, -0.39, -0.18, -0.36, -0.33, -0.15, -0.31, -0.22, -0.21, -0.33, -0.14, 0.93, -0.51, -0.15, -0.49, -0.71, -0.64, 0.93, -0.20, -0.64, 1.14, -0.03, -0.34, -0.12, -0.35, -1.30, -0.96, 0.36, -0.88, 0.12, -0.10, 0.75, -0.34, 0.79, 0.25, 0.68, -1.82, 0.75, 0.01, 0.23, -1.14, -0.85, -0.14, -0.45, -1.01, -0.32, -0.02, 0.55, -0.31, -0.35, 1.32, -0.80, -0.88, -0.33, 0.34, 0.43, 0.86



Record 2
Here is 10 unconnected molecules or ions with the total composition C6H30BF4O13S2 from OMol25. Energies are from ωB97M-V/def2-TZVPD.

Properties
Kohn-Sham gap in eV: 10.44
Total charge: -1
HOMO energy in eV: -8.15

Atoms and positions in Å:
S  -1.01681  3.73066  -4.40278
S  -0.79242  0.97940  3.83406
F  1.94720  -0.74897  -1.92319
F  0.13425  -0.37878  -0.48532
F  1.70502  -1.94484  0.04105
F  0.28706  -2.32748  -1.67503
O  4.53434  -2.01769  -2.41924
O  -1.68303  2.10944  3.89991
O  0.64298  1.05291  3.82021
O  1.79728  0.65583  -4.15370
O  -1.17535  3.00441  -2.98765
O  3.59736  -3.24750  2.38074
O  1.00005  -4.90929  -0.71052
O  0.39584  3.85116  -4.72608
O  -1.96526  3.08755  -5.30049
O  -1.26052  0.00488  5.03330
O  1.93501  0.97777  1.19161
O  -2.52661  -0.64251  -1.17162
O  -1.54437  -4.60595  -1.90141
C  -1.12565  -1.99895  6.36450
C  -0.77001  -1.32435  5.04221
C  -1.76105  5.35898  -4.07014
C  -1.25359  0.04547  2.37294
C  -0.78260  2.73134  -0.57624
C  -0.44702  3.52293  -1.87210
B  1.02122  -1.33761  -1.02528
H  3.70837  -1.55210  -2.62249
H  0.30789  -1.37045  4.86407
H  0.62813  3.39165  -1.97653
H  1.45208  0.46746  0.51755
H  -1.60572  -3.97656  -2.62813
H  -0.81676  -3.03963  6.26714
H  -1.57369  -0.59173  -0.96596
H  -2.60855  5.05785  -3.45248
H  -2.19861  -1.92876  6.54681
H  -0.68615  4.57069  -1.70016
H  -1.04418  0.71104  1.53728
H  1.02515  -4.00666  -1.08549
H  -2.28585  -0.28055  2.28713
H  2.74160  -3.06091  1.97291
H  -1.16703  1.75499  -0.86907
H  -1.08215  5.97760  -3.49580
H  1.57172  0.01392  -4.83290
H  -0.55778  -0.78803  2.28377
H  -2.16286  5.68437  -5.02300
H  1.50633  0.24249  -3.31182
H  -2.82763  -1.44891  -0.74335
H  4.35293  -2.93695  -2.63678
H  -1.90622  -4.13446  -1.14753
H  1.55398  0.70343  2.03944
H  0.11019  2.48715  0.00709
H  1.79588  -4.96410  -0.16986
H  -0.65840  -1.57632  7.25375
H  4.13599  -2.48153  2.15504
H  -1.35956  3.35878  0.10003
H  -1.24244  -1.91262  4.24964

List of Mulliken charges in e, atom by atom: 1.16, 1.26, -0.53, -0.51, -0.29, -0.44, -0.63, -0.64, -0.67, -0.67, -0.23, -0.67, -0.65, -0.62, -0.62, -0.29, -0.65, -0.66, -0.61, -1.32, -0.11, -0.98, -0.47, -0.79, -0.30, 0.77, 0.33, 0.36, 0.33, 0.23, 0.31, 0.38, 0.43, 0.31, 0.32, 0.30, -0.27, 0.35, 0.53, 0.34, 0.06, 0.32, 0.28, 0.34, 0.40, 0.35, 0.28, 0.30, 0.28, 0.38, 0.32, 0.29, 0.34, 0.32, 0.34, 0.28



Record 3
Here is a molecular structure, C25H29N4O6Pt from OMol25. Energies are from ωB97M-V/def2-TZVPD.

Properties
Kohn-Sham gap (spin up / spin down) in eV: 6.15 / 6.21
Total charge: -1
HOMO energy (spin up / spin down) in eV: -3.97 / -4.03

Atoms and positions in Å:
Pt  -1.12239  0.27490  -0.87341
O  -1.17623  0.80003  -5.74712
O  -2.72442  1.88857  -1.43259
O  1.34834  -0.38790  -0.45074
O  -0.89287  0.27459  -2.83955
O  -2.93198  3.15916  -6.03673
O  -3.92131  3.87866  -3.34012
N  -2.66539  -1.21546  -0.53189
N  3.53608  -0.71422  -0.80263
N  -1.36888  0.38027  1.15256
N  1.93329  -2.51943  -0.85960
C  -0.09096  -1.09024  3.35886
C  -0.58410  1.10721  2.10780
C  0.08437  3.08793  -0.42973
C  0.85338  2.49846  4.04700
C  -0.86657  3.25468  0.75660
C  2.24844  -1.19651  -0.68877
C  2.81613  -3.66103  -0.70377
C  -3.45180  -2.07889  -1.16926
C  -4.47431  -2.53749  -0.30854
C  -2.44040  -0.22015  1.58801
C  -2.66797  2.59371  -5.00456
C  -3.15729  -1.07992  0.73886
C  -1.73690  1.39807  -4.84528
C  -0.04216  0.41535  3.20323
C  -2.55382  1.98874  -2.69513
C  0.66626  1.13389  4.16336
C  -0.37513  2.48750  1.95793
C  -1.67550  1.15831  -3.41556
C  -3.17485  2.96246  -3.61154
C  1.13591  -1.74459  2.72008
C  3.71231  0.72294  -0.66003
C  -4.28504  -1.89591  0.91237
C  0.33822  3.15974  2.94454
C  4.80331  -1.38820  -0.99537
C  0.50228  -2.81512  -0.93792
H  1.11494  3.34475  -0.17204
H  1.19728  -1.46035  1.67155
H  -3.27990  -2.32779  -2.20606
H  1.08179  -2.83411  2.78765
H  0.01082  -2.78193  0.03772
H  2.74897  1.21830  -0.65269
H  -0.98511  -1.51862  2.91229
H  1.39461  3.04452  4.80983
H  4.24189  0.95796  0.26927
H  4.30633  1.09211  -1.49976
H  1.07765  0.59931  5.01312
H  5.46535  -1.17472  -0.14950
H  3.42471  -3.59378  0.20034
H  4.71730  -2.45821  -1.08967
H  2.19092  -4.54422  -0.59830
H  -5.24685  -3.24668  -0.56165
H  -1.85936  2.91871  0.45623
H  -0.23715  3.67136  -1.29168
H  -0.12472  -1.32646  4.42503
H  -0.94002  4.31320  1.01692
H  2.05252  -1.41360  3.21437
H  -4.87783  -1.99239  1.80896
H  3.46412  -3.82456  -1.56752
H  0.38687  -3.80932  -1.36724
H  5.29116  -1.00910  -1.89865
H  -2.75999  -0.07184  2.61803
H  0.00036  -2.10282  -1.58622
H  0.48201  4.22898  2.83756
H  0.06330  2.02116  -0.70927

List of Mulliken charges in e, atom by atom: 1.84, -0.71, -0.84, -0.47, -1.01, -0.63, -0.66, -0.03, 0.19, -0.08, 0.19, -0.85, -0.22, -0.37, -0.98, -0.92, 0.51, -1.37, -0.79, -0.62, 0.13, 0.49, 0.03, 0.04, 0.47, 0.96, -0.72, 0.86, 0.53, 0.00, -0.94, -1.02, -1.26, -0.75, -0.95, -0.91, 0.42, -0.11, 0.53, 0.40, 0.29, 0.02, 0.22, 0.39, 0.34, 0.41, 0.44, 0.31, 0.40, 0.32, 0.46, 0.43, 0.32, 0.39, 0.52, 0.60, 0.45, 0.49, 0.35, 0.53, 0.30, 0.55, 0.05, 0.40, -0.34



Record 4
Here is 2 unconnected molecules or ions with the total composition C7H13O6S from OMol25. Energies are from ωB97M-V/def2-TZVPD.

Properties
Kohn-Sham gap in eV: 8.66
Total charge: -1
HOMO energy in eV: -5.29

Atoms and positions in Å:
S  1.57869  1.90866  1.43361
O  2.04925  -0.83427  -1.70322
O  -0.92952  -2.06546  1.06300
O  2.42767  2.27410  2.57511
O  0.13994  0.55072  -1.16723
O  0.44002  2.77013  1.18893
O  1.49697  -2.49964  -0.26100
C  -1.06413  -1.07043  0.11225
C  -1.67961  -1.63225  -1.16786
C  0.98255  0.29490  1.63429
C  2.66421  1.93358  0.00250
C  -2.10669  -0.06881  0.72152
C  1.41429  -1.41266  -0.79394
C  0.28595  -0.41559  -0.23253
H  -2.67265  -1.91913  -0.91641
H  -1.19557  -2.45900  -1.81541
H  0.97356  0.31548  -1.79015
H  -1.59310  0.37083  1.61751
H  -2.89772  -0.76660  1.05281
H  -2.19431  0.81669  0.03500
H  1.90190  -0.20986  1.64798
H  0.29831  -0.13393  2.31665
H  -1.85562  -0.61045  -1.77790
H  -0.20922  -2.68479  0.69570
H  2.27370  1.75440  -0.91373
H  3.45446  1.22035  0.28742
H  2.99643  2.96041  -0.01233

List of Mulliken charges in e, atom by atom: 1.28, -0.76, -0.65, -0.72, -0.69, -0.68, -0.75, 0.79, -1.47, -1.31, -1.01, -1.51, 0.73, 0.73, 0.49, 0.27, 0.39, 0.30, 0.47, 0.30, 0.35, 0.76, 0.22, 0.42, 0.33, 0.30, 0.42



The following DFT total energy values (in a.u.) correspond, in order, to the records above: -97109.37045 -2445.72146 -1759.84887 -1124.14804.
The following molar mass values (in g/mol) correspond, in order, to the records above: 3825.4 461.2 676.6 225.2.